Record 1
Here is a cluster of 4 separate species, C5H17NO4 in total from OMol25. Energies are from ωB97M-V with the def2-TZVPD basis set.

Last column: Löwdin charge in e.
Atoms and positions in Å:
C -0.708 0.402 0.941  -0.322
N 0.099 0.651 -0.120  -0.099
C 1.079 -0.384 -0.505  -0.198
C 2.431 0.256 -0.736  -0.075
C -0.488 1.503 -1.157  -0.205
C -0.483 2.999 -0.745  -0.078
O -0.587 -0.484 1.771  -0.013
H -1.526 1.130 1.030  0.139
H 1.069 -1.098 0.313  0.085
H 0.641 -0.905 -1.361  0.125
H 2.509 0.873 -1.632  0.067
H 2.608 0.921 0.116  0.080
H 3.293 -0.413 -0.769  0.072
H -1.537 1.244 -1.300  0.100
H 0.111 1.411 -2.058  0.114
H -0.249 3.641 -1.598  0.070
H 0.405 3.217 -0.144  0.070
H -1.344 3.206 -0.119  0.064
H 2.277 -1.669 2.880  0.045
H 0.765 -1.588 2.857  0.018
O 1.500 -2.140 2.533  -0.082
H -3.711 -1.033 -0.804  0.033
H -2.384 -1.609 -0.251  0.011
O -2.887 -0.773 -0.401  -0.063
H -0.767 -3.763 0.035  0.056
H -0.807 -2.588 0.971  0.029
O -1.308 -3.004 0.253  -0.043

Computed properties:
- Molar mass: 155.194 g mol⁻¹
- Structure (SMILES): CCN(C=O)CC.O.O.O
- Charge: 0
- Energy: -15141.1434 eV
- Strongest force on any atom: 1.63 eV/Å
- LUMO level: 0.0277 Ha

Record 2
Here is a structure of composition C14H26N2O9P2S4Sr from OMol25. Energies are from ωB97M-V with the def2-TZVPD basis set.

Last column: Löwdin charge in e.
Atoms and positions in Å:
Sr 0.436 -0.063 0.992  1.295
C 1.667 -1.137 -2.881  -0.479
C 0.757 -2.248 -2.378  -0.505
S 0.901 -2.732 -0.649  0.869
C 2.614 -3.341 -0.556  -0.495
C 3.373 -2.787 0.679  -0.510
S 3.484 -0.983 0.802  0.824
C 4.200 -0.526 -0.813  -0.502
C 3.469 0.595 -1.543  -0.520
S 1.692 0.399 -1.910  0.858
H 1.336 -0.870 -3.886  0.079
H 2.702 -1.470 -2.968  0.066
H 0.912 -3.131 -3.003  0.095
H -0.299 -2.001 -2.484  0.034
H 3.131 -3.096 -1.483  0.058
H 2.603 -4.429 -0.482  0.080
H 4.378 -3.209 0.725  0.081
H 2.858 -3.081 1.597  0.078
H 4.240 -1.421 -1.428  0.058
H 5.230 -0.210 -0.646  0.080
H 3.991 0.793 -2.481  0.084
H 3.516 1.516 -0.958  0.075
N -2.536 0.956 5.084  0.162
C -1.490 0.820 3.997  -0.501
C -0.271 1.679 4.374  -0.073
P -2.279 1.626 2.532  0.268
O -3.370 0.600 1.981  -0.131
O -2.941 2.797 3.155  -0.286
O -1.154 1.728 1.546  -0.466
P -0.972 -0.945 4.108  0.278
O -2.344 -1.685 3.683  -0.132
O -0.687 -1.168 5.549  -0.302
O 0.090 -1.178 3.062  -0.484
H -2.872 1.929 5.045  0.138
H -2.135 0.657 5.977  0.149
H -3.323 0.344 4.856  0.154
H -0.526 2.414 5.140  0.093
H 0.049 2.234 3.503  0.063
H 0.552 1.074 4.753  0.078
H -2.895 -0.103 1.462  0.042
H -2.443 -2.535 4.128  0.088
N -0.265 3.493 -4.596  0.093
C -0.858 2.508 -3.804  -0.335
C -1.185 1.264 -4.342  -0.039
C -1.719 0.270 -3.536  -0.072
C -1.906 0.487 -2.178  -0.282
C -1.597 1.729 -1.638  -0.077
C -1.081 2.728 -2.443  -0.039
S -2.574 -0.827 -1.166  0.470
O -3.931 -0.496 -0.831  -0.282
O -1.687 -0.809 0.039  -0.543
O -2.376 -2.040 -1.935  -0.334
H -0.355 4.426 -4.224  0.085
H -0.501 3.458 -5.575  0.085
H -1.022 1.076 -5.398  0.110
H -1.989 -0.690 -3.959  0.116
H -1.760 1.924 -0.585  0.091
H -0.839 3.691 -2.007  0.115

Computed properties:
- Molar mass: 644.203 g mol⁻¹
- Charge: 0
- Energy: -99112.6432 eV
- Strongest force on any atom: 0.88 eV/Å
- LUMO level: -0.0067 Ha

Record 3
Here is a cluster of 2 separate species, C3H9NO2 in total from OMol25. Energies are from ωB97M-V with the def2-TZVPD basis set.

Last column: Löwdin charge in e.
Atoms and positions in Å:
C 1.475 -0.591 -0.159  -0.337
O 1.946 0.451 -0.986  -0.076
C 0.359 -1.407 -0.801  -0.090
H 2.284 -1.272 0.151  0.114
H 1.124 -0.151 0.768  0.091
H 2.476 0.069 -1.690  0.084
H 0.760 -2.190 -1.439  0.068
H -0.231 -1.887 -0.013  0.076
H -0.295 -0.719 -1.346  0.060
C -1.272 1.513 1.393  -0.436
N -2.115 1.126 0.399  0.123
O -1.545 1.496 2.569  0.011
H -0.291 1.875 1.030  0.126
H -2.941 0.613 0.654  0.105
H -1.734 1.075 -0.529  0.082

Computed properties:
- Molar mass: 91.110 g mol⁻¹
- Structure (SMILES): NC=O.CCO
- Charge: 0
- Energy: -8841.9102 eV
- Strongest force on any atom: 0.85 eV/Å
- LUMO level: 0.0282 Ha

Record 4
Here is a cluster of 8 separate species, C29H35Cl4N7 in total from OMol25. Energies are from ωB97M-V with the def2-TZVPD basis set.

Last column: Löwdin charge in e.
Atoms and positions in Å:
C 7.002 0.003 -7.379  -2.031
Cl 5.740 -1.221 -7.602  0.507
Cl 8.168 -0.589 -6.198  0.522
Cl 7.737 0.285 -8.968  0.515
Cl 6.275 1.519 -6.723  0.487
N -5.133 4.661 0.915  0.004
C -5.395 4.582 -0.423  -0.130
C -4.975 5.790 -0.995  -0.139
C -4.368 6.555 -0.046  -0.145
C -4.460 5.881 1.141  -0.126
H -5.279 3.976 1.643  0.143
H -5.889 3.692 -0.785  0.103
H -5.121 6.038 -2.035  0.093
H -3.895 7.489 -0.309  0.099
H -4.164 6.110 2.154  0.098
N -2.390 -3.022 1.080  -0.009
C -2.325 -3.974 2.064  -0.152
C -3.122 -5.002 1.682  -0.123
C -3.718 -4.656 0.422  -0.112
C -3.254 -3.406 0.081  -0.137
H -1.870 -2.159 1.144  0.145
H -1.774 -3.811 2.978  0.107
H -3.505 -5.835 2.253  0.090
H -4.449 -5.255 -0.099  0.087
H -3.535 -2.758 -0.736  0.103
N -3.901 3.487 -8.161  -0.013
C -3.016 2.529 -7.790  -0.141
C -3.754 1.482 -7.235  -0.128
C -5.114 1.807 -7.289  -0.109
C -5.177 3.063 -7.919  -0.138
H -3.654 4.346 -8.629  0.149
H -1.966 2.749 -7.913  0.104
H -3.301 0.612 -6.784  0.087
H -5.904 1.192 -6.885  0.089
H -6.059 3.669 -8.069  0.099
N 2.460 -5.993 -1.708  0.004
C 3.730 -5.541 -1.394  -0.136
C 4.625 -6.090 -2.300  -0.135
C 3.934 -6.932 -3.176  -0.108
C 2.586 -6.842 -2.778  -0.146
H 1.571 -5.633 -1.388  0.146
H 3.836 -4.825 -0.592  0.101
H 5.655 -5.767 -2.281  0.088
H 4.269 -7.507 -4.026  0.088
H 1.767 -7.367 -3.246  0.099
N 0.901 3.003 0.100  -0.004
C 1.484 2.324 -0.925  -0.134
C 2.543 1.589 -0.371  -0.113
C 2.474 1.734 1.026  -0.124
C 1.402 2.552 1.280  -0.161
H 0.115 3.635 0.049  0.150
H 1.251 2.522 -1.961  0.102
H 3.285 1.033 -0.924  0.087
H 3.125 1.297 1.768  0.092
H 1.060 2.876 2.251  0.105
N -5.240 3.292 7.407  -0.029
C -3.887 3.016 7.509  -0.087
C -3.840 1.687 7.016  -0.145
C -5.083 1.208 6.668  -0.118
C -5.956 2.258 6.934  -0.152
H -5.704 4.158 7.644  0.147
H -3.226 3.810 7.824  0.098
H -2.950 1.082 6.924  0.086
H -5.155 0.245 6.185  0.095
H -7.015 2.363 6.750  0.105
N 8.885 -1.489 4.953  -0.019
C 7.897 -1.465 5.912  -0.120
C 7.230 -2.682 5.773  -0.105
C 7.834 -3.344 4.688  -0.151
C 8.840 -2.629 4.193  -0.144
H 9.566 -0.743 4.919  0.143
H 7.852 -0.657 6.628  0.102
H 6.364 -3.009 6.329  0.088
H 7.396 -4.232 4.257  0.096
H 9.660 -2.765 3.503  0.112

Computed properties:
- Molar mass: 623.460 g mol⁻¹
- Structure (SMILES): ClC(Cl)(Cl)Cl.c1cc[nH]c1.c1cc[nH]c1.c1cc[nH]c1.c1cc[nH]c1.c1cc[nH]c1.c1cc[nH]c1.c1cc[nH]c1
- Charge: 0
- Energy: -91157.0274 eV
- Strongest force on any atom: 3.65 eV/Å
- LUMO level: 0.0084 Ha

Which value of molar mass does entry 3 give? 91.110 g mol⁻¹

The lowest molar mass belongs to which entry? C3H9NO2

charge of number 1 (C5H17NO4)? 0

Please write out number 2 again, unchanged.
Here is a structure of composition C14H26N2O9P2S4Sr from OMol25. Energies are from ωB97M-V with the def2-TZVPD basis set.

Last column: Löwdin charge in e.
Atoms and positions in Å:
Sr 0.436 -0.063 0.992  1.295
C 1.667 -1.137 -2.881  -0.479
C 0.757 -2.248 -2.378  -0.505
S 0.901 -2.732 -0.649  0.869
C 2.614 -3.341 -0.556  -0.495
C 3.373 -2.787 0.679  -0.510
S 3.484 -0.983 0.802  0.824
C 4.200 -0.526 -0.813  -0.502
C 3.469 0.595 -1.543  -0.520
S 1.692 0.399 -1.910  0.858
H 1.336 -0.870 -3.886  0.079
H 2.702 -1.470 -2.968  0.066
H 0.912 -3.131 -3.003  0.095
H -0.299 -2.001 -2.484  0.034
H 3.131 -3.096 -1.483  0.058
H 2.603 -4.429 -0.482  0.080
H 4.378 -3.209 0.725  0.081
H 2.858 -3.081 1.597  0.078
H 4.240 -1.421 -1.428  0.058
H 5.230 -0.210 -0.646  0.080
H 3.991 0.793 -2.481  0.084
H 3.516 1.516 -0.958  0.075
N -2.536 0.956 5.084  0.162
C -1.490 0.820 3.997  -0.501
C -0.271 1.679 4.374  -0.073
P -2.279 1.626 2.532  0.268
O -3.370 0.600 1.981  -0.131
O -2.941 2.797 3.155  -0.286
O -1.154 1.728 1.546  -0.466
P -0.972 -0.945 4.108  0.278
O -2.344 -1.685 3.683  -0.132
O -0.687 -1.168 5.549  -0.302
O 0.090 -1.178 3.062  -0.484
H -2.872 1.929 5.045  0.138
H -2.135 0.657 5.977  0.149
H -3.323 0.344 4.856  0.154
H -0.526 2.414 5.140  0.093
H 0.049 2.234 3.503  0.063
H 0.552 1.074 4.753  0.078
H -2.895 -0.103 1.462  0.042
H -2.443 -2.535 4.128  0.088
N -0.265 3.493 -4.596  0.093
C -0.858 2.508 -3.804  -0.335
C -1.185 1.264 -4.342  -0.039
C -1.719 0.270 -3.536  -0.072
C -1.906 0.487 -2.178  -0.282
C -1.597 1.729 -1.638  -0.077
C -1.081 2.728 -2.443  -0.039
S -2.574 -0.827 -1.166  0.470
O -3.931 -0.496 -0.831  -0.282
O -1.687 -0.809 0.039  -0.543
O -2.376 -2.040 -1.935  -0.334
H -0.355 4.426 -4.224  0.085
H -0.501 3.458 -5.575  0.085
H -1.022 1.076 -5.398  0.110
H -1.989 -0.690 -3.959  0.116
H -1.760 1.924 -0.585  0.091
H -0.839 3.691 -2.007  0.115

Computed properties:
- Molar mass: 644.203 g mol⁻¹
- Charge: 0
- Energy: -99112.6432 eV
- Strongest force on any atom: 0.88 eV/Å
- LUMO level: -0.0067 Ha